ORCA calculation (ωB97M-V/def2-TZVPD) on a molecular structure, C4H11NO at a distorted geometry.

Geometry as XYZ:
```
17
Properties=species:S:1:pos:R:3:forces:R:3
C -1.9906 1.6807 0.2532 -1.045 -0.323 -0.114
C -1.0810 1.8920 -0.9037 2.914 -4.830 0.245
O -0.0623 -0.6025 0.1651 2.492 -4.703 2.093
N -1.4789 2.1520 -2.0462 -1.885 3.283 -0.828
H -0.1901 -1.4269 -0.3456 -0.885 1.060 -0.729
H -1.0464 2.6980 -2.7882 0.829 -1.566 0.049
H -1.9908 0.6172 0.4902 0.628 0.151 0.619
H -1.6923 2.3377 1.0695 0.043 -0.358 0.277
H -3.0462 1.8325 0.0214 0.078 0.727 -0.305
C 1.0000 -1.5838 1.0737 -0.979 2.583 -0.358
C 2.2524 -1.7582 0.2533 -0.245 0.492 -0.446
H 3.1115 -1.8772 0.9126 0.092 -0.006 -0.066
H 1.1195 -0.9676 1.9640 0.195 0.051 -0.229
H 0.5822 -2.5343 1.4183 -0.635 0.270 -0.559
H -0.0542 1.0387 -0.7483 -1.779 3.607 -0.156
H 2.1837 -2.6315 -0.3976 0.046 0.022 0.023
H 2.3833 -0.8667 -0.3916 0.136 -0.461 0.484
```
Positions in Å, forces in eV/Å.

- electronic energy (a.u.) = -288.84951
- relative energy (zero: lowest compared OMol25 entry of this formula, charge and spin) (kcal/mol) = 105.1
- largest force on an atom (eV Å⁻¹) = 5.72
- gap between HOMO and LUMO (Eh) = 0.3137
- 2S+1 = 1